# 1
Density functional theory data (wB97M-V/def2-TZVPD) for a molecular structure, C17H25N2ORhS5Si in a non-equilibrium geometry.

Output
**HOMO-LUMO gap (alpha / beta)**: 7.643 / 6.242 eV
**M**: 564.73 g/mol
**Strongest force on any atom**: 4.580 eV/A
**Spin multiplicity**: 5
**Total charge**: 0
**⟨S²⟩**: 6.02

Structure (XYZ):
```
52
Properties=species:S:1:pos:R:3:forces:R:3:mulliken_spin:R:1
Rh -1.141819 0.353266 0.394290 -0.167 -0.973 -0.243 2.334
C 2.754160 1.714716 1.404241 -2.326 -3.945 0.011 -0.003
C 1.732753 2.599282 0.832176 -0.333 2.474 0.074 -0.002
C 2.082737 3.954176 0.622599 -2.346 -1.516 -0.837 0.021
C 1.090584 4.760762 0.018392 0.537 -0.417 0.505 -0.007
C -0.133181 4.277536 -0.359491 1.081 -2.744 1.513 0.025
C -0.441528 2.914288 0.006165 -0.737 0.866 -0.283 -0.047
N 0.497938 2.148513 0.581126 0.221 -0.317 0.064 0.063
N -1.657629 2.255552 -0.135614 1.146 0.622 -0.598 0.227
Si -3.259549 2.879182 -0.059921 -0.752 0.426 0.107 -0.025
C -4.601701 1.758217 -0.724963 -0.198 -0.698 -1.117 0.007
C -3.575771 3.143581 1.743798 0.407 1.259 -0.456 0.015
C -3.562277 4.556924 -0.850891 1.040 1.066 0.113 0.009
H 3.674486 2.174721 1.493000 1.891 0.808 0.192 0.000
H 2.771446 0.814699 0.698739 0.645 1.263 0.999 0.001
H 2.442075 1.207824 2.380461 0.310 0.965 -1.082 -0.001
H 3.075433 4.228355 0.827157 0.928 0.772 0.298 0.002
H 1.204037 5.811591 -0.117555 0.630 0.634 -0.239 -0.001
H -0.781402 4.895687 -0.864667 -1.545 1.048 -0.894 0.001
H -4.283782 1.122192 -1.611252 -0.427 0.860 0.907 -0.001
H -5.369059 2.483877 -1.045720 0.265 -0.221 -0.327 -0.001
H -5.177891 1.105884 -0.059362 0.619 -0.048 0.243 -0.001
H -3.492966 2.173974 2.182730 0.212 -0.478 0.874 -0.004
H -4.569109 3.529467 1.856504 -0.810 0.048 0.242 -0.001
H -2.910707 3.932117 2.158351 -0.102 -0.835 -0.006 0.001
H -3.576397 4.770499 -1.908725 0.325 -0.589 -0.614 0.000
H -2.807557 5.237063 -0.444601 0.544 -0.128 -0.107 -0.001
H -4.393310 5.148774 -0.526540 -1.302 -0.412 0.632 0.000
S -1.711876 -2.689898 2.408457 -0.120 -0.336 0.361 0.266
S -2.805000 -3.138654 0.716879 0.301 0.945 -0.411 0.364
S -2.732187 -1.539440 -0.483824 0.036 -0.084 0.253 0.388
S -0.713212 -0.957932 2.279557 0.216 0.031 0.307 0.290
C 2.036468 -7.165051 -0.470475 0.354 0.617 -0.143 0.000
C 2.028298 -5.643187 -0.292782 0.433 -0.546 -0.020 -0.002
C 1.126127 -4.949592 -1.135284 0.750 -0.956 0.718 0.007
C 1.002802 -3.598216 -1.116961 -0.635 -0.962 0.021 -0.010
C 1.777570 -2.903535 -0.232710 0.179 1.472 0.131 0.011
C 2.699031 -3.493714 0.571785 2.382 -2.454 1.776 0.003
C 2.869959 -4.966562 0.578800 -1.105 2.776 -1.531 0.002
S 1.770971 -1.106127 -0.288230 0.778 -0.149 -0.043 0.022
C 2.891563 -0.970413 -1.671423 2.654 0.912 0.750 0.005
O 0.504852 -0.535189 -0.823802 -0.853 -0.385 -0.641 0.048
H 2.817063 -7.447193 -1.249260 -0.998 0.079 1.086 0.000
H 1.025350 -7.305366 -0.868980 0.393 -0.955 0.040 0.000
H 2.162429 -7.717718 0.495960 0.027 0.444 -1.005 0.000
H 0.566777 -5.568956 -1.805910 -0.495 0.010 -0.330 0.001
H 0.236893 -3.154006 -1.695371 -0.457 0.784 -0.627 -0.009
H 3.417933 -2.914743 1.224174 -1.137 -0.437 -0.805 0.000
H 3.697963 -5.483275 1.049689 -0.250 0.268 0.429 0.000
H 2.834210 -1.643761 -2.520808 -0.653 -0.097 0.108 -0.001
H 3.894786 -1.151208 -1.176000 -0.876 -0.143 -0.535 0.001
H 3.011217 0.090993 -1.983931 -0.678 -0.625 0.141 0.001
```
Positions in Å, forces in eV/Å.

=====

# 2
Density functional theory data (wB97M-V/def2-TZVPD) for a molecular structure, C2H5Cl4OSn in a non-equilibrium geometry.

Output
**HOMO-LUMO gap**: 4.816 eV
**M**: 305.58 g/mol
**Strongest force on any atom**: 4.388 eV/A
**Spin multiplicity**: 1
**Total charge**: +1

Structure (XYZ):
```
13
Properties=species:S:1:pos:R:3:forces:R:3:lowdin_charge:R:1
Sn -16.693908 3.566636 19.214644 -0.167 4.065 -1.645 1.515
O -16.908425 6.040844 18.235458 -0.362 -3.521 1.494 -0.477
H -16.268250 6.722134 17.968688 0.495 -0.530 0.119 -0.095
C -13.440912 7.014380 18.301254 0.536 -0.727 -0.177 -1.063
Cl -14.075347 8.291915 19.313138 0.261 0.150 0.161 0.552
Cl -13.902383 7.240184 16.608891 -0.312 -0.285 0.079 0.540
H -12.361332 6.883568 18.268751 0.080 0.854 0.408 0.034
H -13.777743 6.072483 18.732276 -0.544 0.010 -0.437 0.000
C -18.807904 8.796397 19.311886 1.051 -0.757 -0.463 -1.090
Cl -20.054687 8.094918 18.252196 0.052 0.163 0.382 0.499
Cl -19.011943 10.466391 19.713441 -0.404 0.568 0.194 0.561
H -18.668546 8.202559 20.210932 -0.548 0.025 0.038 0.025
H -17.867717 8.724863 18.770126 -0.139 -0.016 -0.153 -0.002
```
Positions in Å, forces in eV/Å.

=====

# 3
Density functional theory data (wB97M-V/def2-TZVPD) for a molecular structure, C73H94N5O8P2RbSeSi in a non-equilibrium geometry.

Output
**HOMO-LUMO gap**: 5.664 eV
**M**: 1424.04 g/mol
**Strongest force on any atom**: 1.041 eV/A
**Spin multiplicity**: 1
**Total charge**: -2

Structure (XYZ):
```
185
Properties=species:S:1:pos:R:3:forces:R:3:lowdin_charge:R:1
Rb -0.248607 -0.295827 -0.211002 0.541 -0.603 0.653 0.601
C -2.534059 -1.785412 4.575420 0.097 0.046 -0.084 -0.073
C -1.007088 -1.925338 4.647067 -0.062 0.040 0.204 -0.364
C -0.598245 -2.859928 5.792702 0.053 0.044 -0.077 -0.064
C -0.338745 -0.566677 4.787275 0.077 0.010 -0.105 -0.132
C -0.737696 0.276249 5.819069 0.027 0.039 -0.031 -0.070
C -0.176649 1.531661 5.977723 -0.023 -0.023 0.028 -0.109
C 0.772704 1.955996 5.064387 0.007 0.030 0.025 -0.044
C 1.225536 1.137883 4.036612 -0.020 0.051 0.173 -0.123
C 2.320390 1.692908 3.136595 -0.010 -0.255 -0.173 -0.357
C 3.646531 0.937207 3.284204 -0.056 0.072 0.040 -0.052
C 1.874272 1.759925 1.671608 -0.049 0.131 0.180 -0.078
C 0.691202 -0.163409 3.903869 0.026 -0.066 0.164 -0.166
N 1.180067 -1.006661 2.901665 -0.312 0.087 -0.391 0.091
C 1.954548 -1.992557 3.297375 -0.007 0.154 0.151 -0.532
O 2.294747 -2.281918 4.472124 -0.056 -0.044 -0.068 -0.047
C 2.613755 -2.802191 2.190090 0.084 -0.096 0.013 -0.188
C 3.807035 -3.434049 2.535210 0.052 -0.048 0.033 -0.030
C 4.485983 -4.164736 1.577400 -0.096 0.071 -0.042 -0.078
C 3.927027 -4.270579 0.318029 0.017 -0.008 0.038 -0.031
C 2.719030 -3.625114 0.057505 -0.003 -0.109 0.037 -0.189
N 2.082474 -2.881436 0.965533 0.003 0.052 0.006 0.182
C 2.128625 -3.862823 -1.321311 0.060 -0.005 -0.275 -0.516
O 2.484698 -4.929755 -1.889983 0.000 0.093 0.092 -0.057
N 1.365754 -2.910314 -1.816868 -0.428 0.043 0.169 0.091
C 0.885391 -3.189645 -3.097879 0.119 -0.162 -0.339 -0.178
C 1.488000 -2.628617 -4.248103 -0.077 0.034 0.054 -0.120
C 1.068616 -3.057947 -5.508347 -0.012 0.043 -0.035 -0.079
C 0.082187 -4.009778 -5.677214 -0.039 0.022 0.003 -0.116
C -0.577286 -4.485330 -4.553849 0.042 -0.018 0.000 -0.062
C -0.214584 -4.074147 -3.279911 0.060 0.214 0.066 -0.129
C -1.001222 -4.585871 -2.083885 -0.074 -0.102 -0.111 -0.363
C -0.599026 -6.017158 -1.706985 0.082 0.074 0.030 -0.055
C -2.511317 -4.508258 -2.341142 0.084 0.059 0.040 -0.086
C 2.591028 -1.560562 -4.268256 0.096 -0.195 0.169 -0.350
C 3.062916 -0.975344 -2.935975 -0.064 -0.016 -0.067 -0.081
C 3.832048 -2.090637 -5.006131 -0.036 0.025 0.011 -0.076
H -3.012380 -2.769381 4.510842 0.002 0.021 -0.020 0.058
H -2.825494 -1.187663 3.705121 -0.036 -0.051 0.039 0.075
H -2.925637 -1.289768 5.467665 -0.011 -0.024 -0.027 0.067
H -0.656129 -2.361215 3.710467 0.060 -0.001 -0.040 0.112
H -0.938956 -2.461212 6.755440 -0.013 -0.032 -0.053 0.071
H 0.488440 -2.941745 5.807664 0.002 -0.022 0.042 0.062
H -1.029353 -3.860014 5.661083 -0.012 0.055 0.007 0.067
H -1.490912 -0.059436 6.526227 -0.006 -0.007 -0.035 0.099
H -0.466007 2.172410 6.802272 -0.089 0.030 -0.036 0.087
H 1.184622 2.953764 5.152451 0.045 0.060 0.008 0.091
H 2.496796 2.718256 3.474273 -0.044 0.056 -0.003 0.115
H 3.544307 -0.094208 2.952724 0.034 0.014 0.016 0.064
H 3.964448 0.930781 4.329793 0.017 -0.044 -0.036 0.080
H 4.427679 1.418435 2.685538 -0.028 0.007 0.014 0.069
H 2.663801 2.186332 1.044003 -0.028 0.014 0.021 0.075
H 1.660828 0.747878 1.331714 0.125 0.013 0.027 -0.004
H 0.976195 2.381217 1.591918 0.014 -0.042 -0.134 0.084
H 4.158648 -3.332924 3.552221 -0.037 0.014 -0.012 0.101
H 5.423469 -4.657488 1.813402 0.007 0.019 -0.001 0.092
H 4.369913 -4.855915 -0.474301 -0.019 -0.017 -0.002 0.100
H 1.535120 -2.632673 -6.392355 0.019 0.011 0.015 0.097
H -0.177831 -4.367169 -6.667297 -0.054 0.060 -0.019 0.086
H -1.381941 -5.202834 -4.680927 0.009 0.002 0.043 0.097
H -0.761853 -3.934533 -1.241536 0.050 0.042 0.020 0.122
H -0.898932 -6.717098 -2.496121 -0.001 0.028 0.035 0.074
H -1.081702 -6.323267 -0.771274 -0.023 -0.008 -0.058 0.067
H 0.482517 -6.080099 -1.583473 -0.007 -0.024 -0.011 0.063
H -2.821502 -5.221418 -3.111499 0.005 0.031 0.028 0.062
H -2.795322 -3.503687 -2.661971 -0.050 -0.015 0.032 0.063
H -3.075073 -4.740884 -1.433108 0.010 0.005 0.011 0.056
H 2.182225 -0.726016 -4.855586 0.000 0.023 -0.050 0.119
H 3.601581 -1.721491 -2.352605 -0.006 0.038 0.026 0.081
H 2.230632 -0.633962 -2.326736 -0.002 -0.030 0.036 0.041
H 3.740635 -0.136598 -3.138051 -0.030 -0.010 -0.016 0.074
H 4.207072 -2.976414 -4.486423 0.003 0.033 -0.026 0.090
H 4.621429 -1.332242 -5.017322 -0.008 -0.016 0.007 0.069
H 3.616388 -2.368240 -6.038945 0.018 -0.028 0.034 0.057
O -1.264003 1.999658 -1.273650 -0.015 0.201 0.004 -0.427
P -2.371154 2.434927 -2.151057 -0.664 -0.102 -0.252 0.723
C -2.600192 1.290867 -3.571595 0.473 0.165 0.242 -0.275
P -0.967527 0.546471 -3.942188 -0.289 0.150 -0.331 0.716
O -0.545217 -0.378186 -2.869738 0.100 -0.026 -0.399 -0.431
C 0.128008 1.946911 -4.262175 0.125 -0.041 0.046 -0.281
C 1.282141 2.068973 -3.496772 -0.052 -0.067 -0.027 -0.051
C 2.154060 3.126098 -3.719134 0.001 0.047 -0.042 -0.056
C 1.869573 4.059650 -4.704981 -0.056 0.038 0.019 -0.084
C 0.708641 3.950157 -5.463294 -0.028 0.006 -0.005 -0.085
C -0.163481 2.897729 -5.240985 0.036 -0.023 0.026 -0.104
C -1.244832 -0.226736 -5.561149 -0.068 -0.093 0.108 -0.251
C -2.246417 -1.197165 -5.609182 0.021 0.001 0.028 -0.071
C -2.571235 -1.811486 -6.806798 0.015 -0.021 0.012 -0.080
C -1.887471 -1.469664 -7.965648 0.067 0.020 -0.020 -0.092
C -0.869017 -0.527803 -7.919968 -0.035 -0.012 0.015 -0.084
C -0.546725 0.094192 -6.720886 0.028 -0.071 0.019 -0.078
C -2.095886 4.074050 -2.859355 0.116 0.051 0.082 -0.257
C -0.976693 4.767298 -2.414469 0.095 -0.126 0.009 -0.073
C -0.705159 6.034866 -2.908948 0.016 -0.027 -0.166 -0.095
C -1.555549 6.614444 -3.838239 -0.025 -0.067 -0.002 -0.092
C -2.687310 5.929021 -4.271636 -0.011 0.009 0.000 -0.088
C -2.959830 4.662739 -3.780248 0.004 -0.030 -0.014 -0.081
C -4.012242 2.478128 -1.400582 0.086 0.035 0.167 -0.256
C -5.180810 2.351269 -2.152901 -0.010 0.010 -0.018 -0.096
C -6.416945 2.401657 -1.528516 0.003 0.005 0.029 -0.096
C -6.485099 2.558787 -0.147242 0.019 -0.030 -0.055 -0.089
C -5.322517 2.670434 0.600707 -0.036 0.002 -0.011 -0.072
C -4.076739 2.645615 -0.018548 0.087 -0.052 -0.034 -0.057
H -3.051325 1.772202 -4.440108 0.018 -0.020 -0.009 0.071
H -3.228926 0.467040 -3.225646 -0.072 -0.018 -0.041 0.076
H 1.483833 1.329202 -2.732613 0.030 0.040 -0.033 0.095
H 3.054148 3.217555 -3.123886 -0.034 -0.006 0.007 0.110
H 2.542129 4.892246 -4.878231 0.007 -0.048 0.019 0.101
H 0.481598 4.690972 -6.220572 -0.006 -0.009 0.027 0.103
H -1.069046 2.810957 -5.832440 0.018 0.031 0.022 0.113
H -2.754963 -1.483219 -4.693346 0.011 -0.031 -0.073 0.110
H -3.344861 -2.568624 -6.832671 0.020 -0.002 0.011 0.104
H -2.131306 -1.952503 -8.904944 -0.013 0.003 0.034 0.097
H -0.322188 -0.276112 -8.820619 0.011 -0.012 0.018 0.099
H 0.253790 0.822443 -6.689585 -0.011 -0.034 -0.011 0.100
H -0.338048 4.303197 -1.668751 -0.035 0.078 -0.027 0.123
H 0.167381 6.574428 -2.560089 -0.043 -0.025 0.024 0.114
H -1.355230 7.609537 -4.217862 0.030 -0.016 0.008 0.099
H -3.358923 6.388665 -4.987363 0.007 -0.012 0.018 0.096
H -3.849139 4.134558 -4.111208 0.023 0.045 0.017 0.098
H -5.134659 2.208949 -3.227921 -0.009 -0.018 0.030 0.092
H -7.323333 2.314676 -2.115882 0.006 -0.013 0.007 0.094
H -7.451493 2.588748 0.344915 0.018 0.013 -0.014 0.100
H -5.377150 2.793256 1.676315 0.015 -0.050 -0.166 0.075
H -3.157546 2.814916 0.556054 -0.086 -0.012 -0.022 0.070
C -4.996313 4.405173 3.627203 0.230 0.128 -0.018 -0.041
C -3.745624 3.766297 4.245969 -0.128 0.034 -0.044 -0.635
C -3.499689 2.373380 3.656484 0.199 0.206 -0.135 -0.022
C -3.938790 3.653729 5.756760 0.017 0.119 -0.066 -0.036
O -2.627797 4.620581 4.036744 0.023 -0.335 0.204 -0.111
Si -1.909455 5.026617 2.584137 -0.065 0.393 -0.105 0.043
O -1.858774 3.968566 1.442821 -0.040 0.122 0.047 -0.276
O -2.838364 6.408344 2.213977 0.208 0.136 -0.127 -0.129
C -2.986736 7.032126 0.951882 -0.101 0.044 -0.193 -0.648
C -4.181119 6.405722 0.223233 0.067 -0.065 0.131 -0.027
C -3.271696 8.514684 1.207268 0.020 -0.042 0.065 -0.040
C -1.752875 6.895122 0.050779 -0.002 -0.171 0.361 -0.037
O -0.399545 5.603739 3.022337 -0.154 0.127 0.313 -0.103
C 0.045183 6.656164 3.871038 0.104 0.038 -0.138 -0.646
C 0.477987 7.824609 2.981182 -0.092 -0.089 -0.094 -0.040
C 1.266434 6.137871 4.629229 -0.015 -0.115 -0.051 -0.039
C -1.007070 7.141467 4.871103 -0.172 -0.282 -0.248 -0.038
H -5.849920 3.722626 3.681555 -0.010 0.021 0.004 0.077
H -4.791797 4.668172 2.586186 -0.118 -0.026 0.095 0.059
H -5.245020 5.326477 4.161154 0.014 -0.005 -0.049 0.087
H -4.357944 1.714408 3.828622 0.018 0.029 0.044 0.086
H -2.611600 1.936473 4.118205 -0.018 -0.043 -0.002 0.084
H -3.297278 2.457465 2.587262 -0.009 -0.102 0.192 0.050
H -4.879080 3.142270 5.985670 0.059 -0.016 0.006 0.079
H -3.962126 4.653993 6.198566 -0.022 -0.049 -0.017 0.081
H -3.113289 3.094763 6.192370 0.084 -0.040 0.078 0.072
H -5.100661 6.561694 0.796145 0.046 -0.024 -0.021 0.082
H -4.005076 5.332626 0.128851 -0.007 0.002 -0.055 0.066
H -4.302441 6.836697 -0.774915 -0.037 0.006 0.005 0.080
H -4.237629 8.634360 1.706189 0.057 0.000 0.010 0.078
H -3.286366 9.070132 0.264453 -0.050 -0.001 0.039 0.077
H -2.498876 8.937973 1.853109 0.000 -0.003 -0.041 0.069
H -1.541586 5.831873 -0.091721 -0.020 0.123 0.001 0.061
H -0.874007 7.351243 0.514344 -0.062 0.011 -0.044 0.075
H -1.942349 7.372815 -0.913597 0.015 -0.023 0.050 0.073
H 1.243602 7.483906 2.279225 -0.023 0.036 0.015 0.088
H 0.876875 8.650137 3.576838 0.008 -0.011 0.000 0.077
H -0.379510 8.182860 2.409320 0.036 0.038 0.042 0.055
H 1.933959 5.629245 3.929780 0.005 0.045 0.052 0.084
H 0.959691 5.423470 5.393788 0.009 -0.065 -0.011 0.075
H 1.805034 6.958939 5.112482 -0.026 -0.031 0.002 0.076
H -1.897439 7.478728 4.336606 0.014 0.060 0.047 0.076
H -0.606857 7.957710 5.477927 0.026 -0.014 -0.011 0.080
H -1.306607 6.314431 5.514733 -0.014 0.024 0.051 0.079
C -6.441342 -0.944770 1.096395 -0.011 0.024 -0.031 -0.048
N -5.757496 -2.128916 1.574768 0.027 -0.063 0.056 -0.127
C -6.266785 -3.100911 2.418870 -0.036 0.166 -0.071 -0.058
C -5.275619 -3.984119 2.646693 0.103 -0.051 -0.018 -0.061
N -4.170451 -3.549628 1.940458 0.093 -0.181 0.121 -0.121
C -2.854184 -4.167964 1.933880 0.085 0.005 -0.112 -0.018
C -4.461349 -2.409352 1.277550 -0.231 -0.033 0.080 -0.748
Se -3.366151 -1.463258 0.180115 -0.028 0.199 -0.236 0.640
H -7.480605 -0.981246 1.419645 0.033 -0.030 0.021 0.088
H -6.387539 -0.897090 0.009736 -0.003 -0.030 -0.014 0.077
H -5.959053 -0.048168 1.482281 0.020 0.010 0.037 0.078
H -7.280556 -3.073119 2.777701 0.041 0.014 -0.005 0.112
H -5.256463 -4.878827 3.243710 0.024 0.044 -0.010 0.117
H -2.901655 -5.091398 2.505352 -0.026 -0.008 0.031 0.096
H -2.117743 -3.498911 2.375617 -0.041 0.013 0.040 0.079
H -2.542837 -4.380581 0.912363 -0.047 0.009 -0.015 0.071
```
Positions in Å, forces in eV/Å.

=====

Number 1: E_tot -3238.47458 a.u.. Number 2: E_tot -2209.09067 a.u.. Number 3: E_tot -7112.00572 a.u..